ORCA calculation (ωB97M-V/def2-TZVPD) on 11 unconnected molecules or ions with the total composition C63H141N7O11.

DFT total energy: -3695.56234 Eh
SMILES: CC1(C)CCCC(C)(C)N1O.CC1(C)CCCC(C)(C)N1O.CC1(C)CCCC(C)(C)N1O.CC1(C)CCCC(C)(C)N1O.CC1(C)CCCC(C)(C)N1O.CC1(C)CCCC(C)(C)N1O.CC1(C)CCCC(C)(C)N1O.O.O.O.O
LUMO energy: 0.304 eV
max |F|: 3.26 eV/A
highest occupied orbital energy: -0.3036 hartree
energy relative to the best compared isomer or geometry (same formula, charge and spin): 0.0 kcal per mole

Geometry as XYZ:
```
222
Properties=species:S:1:pos:R:3:forces:R:3:lowdin_charge:R:1
C 1.610 -1.126 -4.384 -0.697 -0.547 -0.310 -0.04
C 2.759 -1.806 -5.057 2.003 -2.209 0.894 -0.46
C 3.336 -1.036 -6.222 0.131 -1.113 -0.982 -0.15
C 4.206 0.116 -5.803 0.620 1.107 0.209 -0.18
C 5.370 -0.344 -4.912 0.020 -1.456 -0.474 -0.14
C 4.905 -1.160 -3.711 1.251 0.993 0.202 -0.56
N 3.961 -2.169 -4.124 -1.703 0.074 -1.608 -0.08
O 3.387 -2.775 -3.002 -0.350 0.654 1.000 -0.07
C 6.104 -1.965 -3.129 -0.051 0.334 0.117 -0.03
C 4.386 -0.186 -2.667 0.441 -0.240 1.440 -0.03
C 2.281 -3.245 -5.464 -0.649 1.116 1.251 -0.02
H 0.805 -1.195 -5.126 -0.175 0.450 0.398 0.10
H 1.795 -0.146 -4.057 0.292 1.796 -0.225 0.05
H 1.261 -1.569 -3.462 -0.172 -0.848 0.085 0.07
H 3.957 -1.797 -6.740 -0.140 0.499 -0.052 0.13
H 2.536 -0.745 -6.939 0.397 -0.046 0.498 0.13
H 3.549 0.877 -5.295 0.842 -0.385 -0.459 0.12
H 4.726 0.566 -6.668 -0.792 0.131 0.152 0.12
H 6.058 0.440 -4.598 -0.343 0.299 0.158 0.12
H 6.032 -1.051 -5.458 -0.491 0.423 -0.301 0.13
H 6.325 -2.764 -3.841 -0.082 -0.084 0.233 0.09
H 7.089 -1.430 -2.933 -1.558 -0.197 -0.025 0.11
H 5.616 -2.365 -2.227 0.944 -0.308 -0.027 0.06
H 5.307 0.137 -2.121 -0.826 0.493 -0.548 0.09
H 3.800 0.642 -3.106 0.349 -0.311 0.475 0.08
H 3.830 -0.708 -1.846 0.148 0.620 -0.610 0.08
H 1.695 -3.606 -4.619 -0.458 0.054 -0.191 0.06
H 3.016 -4.011 -5.535 1.178 -0.052 -0.474 0.08
H 1.680 -3.209 -6.345 -0.550 -0.023 -0.688 0.07
H 2.930 -2.022 -2.535 0.371 -1.199 -0.231 0.07
C -5.107 -1.646 2.173 -0.985 0.624 -0.252 -0.01
C -3.642 -1.478 1.715 0.963 -1.015 -0.304 -0.46
C -3.008 -2.849 1.280 -2.307 0.670 -0.924 -0.11
C -3.534 -3.303 -0.101 -0.382 0.346 -0.342 -0.15
C -3.399 -2.203 -1.165 0.876 0.174 0.957 -0.13
C -4.046 -0.903 -0.729 0.823 0.698 -0.042 -0.54
N -3.448 -0.573 0.571 0.133 0.069 0.924 -0.07
O -3.892 0.738 0.971 0.198 0.197 0.213 -0.06
C -3.530 0.240 -1.604 -2.428 -0.755 -2.027 -0.03
C -5.553 -1.026 -0.799 -0.257 -0.088 0.497 -0.02
C -2.701 -1.023 2.854 -2.565 1.408 0.703 -0.02
H -5.635 -2.491 1.744 0.273 -0.272 -0.655 0.07
H -5.798 -0.777 1.940 1.161 -0.689 0.530 0.10
H -5.191 -1.896 3.220 0.273 0.399 0.605 0.08
H -1.973 -2.685 1.172 1.418 0.183 0.066 0.08
H -3.182 -3.570 2.087 -0.018 -0.050 -0.271 0.13
H -4.602 -3.522 -0.122 0.064 -0.660 0.576 0.10
H -2.958 -4.159 -0.437 -0.174 -0.398 -0.023 0.10
H -3.771 -2.435 -2.147 -0.376 -0.592 -0.326 0.12
H -2.341 -2.028 -1.284 0.632 0.290 -0.177 0.11
H -3.989 1.174 -1.298 0.175 0.167 0.023 0.08
H -2.468 0.270 -1.568 0.899 0.162 -0.152 0.05
H -3.941 0.038 -2.658 1.003 0.351 1.192 0.12
H -5.859 -2.033 -0.503 -0.221 0.279 -0.036 0.08
H -6.024 -0.299 -0.150 -0.180 0.144 0.179 0.07
H -5.925 -0.827 -1.793 0.024 -0.063 -0.457 0.08
H -3.293 -0.351 3.518 0.594 -0.067 -0.333 0.10
H -1.815 -0.508 2.551 0.515 0.113 -0.427 0.06
H -2.473 -1.861 3.468 0.399 -0.976 0.353 0.06
H -3.096 1.303 0.917 -0.467 -0.493 0.037 0.11
C 0.534 -7.520 -2.300 -0.427 -0.315 -0.712 -0.04
C 1.155 -6.468 -1.363 -0.333 -0.391 -1.220 -0.53
C 0.839 -5.111 -1.989 -0.175 0.002 1.831 -0.11
C 1.181 -3.988 -1.017 -0.976 1.094 -1.469 -0.17
C 0.506 -4.119 0.298 -0.365 -0.870 1.149 -0.15
C 0.638 -5.505 0.925 -0.442 0.341 -0.112 -0.47
N 0.361 -6.478 -0.167 -0.376 -0.011 2.012 -0.09
O 0.319 -7.769 0.448 0.878 -0.012 -0.200 -0.04
C 2.000 -5.526 1.658 0.581 -0.294 0.155 -0.02
C -0.550 -5.736 1.931 1.124 0.644 -0.862 0.00
C 2.653 -6.810 -1.160 -0.551 0.093 -0.652 0.00
H -0.566 -7.462 -2.442 0.533 0.391 0.608 0.10
H 0.721 -8.537 -1.965 0.232 -0.041 -0.024 0.08
H 0.913 -7.389 -3.323 0.325 -0.118 0.261 0.09
H 1.396 -4.963 -2.864 0.781 0.070 -1.427 0.09
H -0.231 -5.087 -2.215 0.084 -0.045 -0.043 0.13
H 0.807 -3.073 -1.495 -0.001 0.194 0.064 0.11
H 2.233 -3.825 -1.007 1.059 -0.177 0.501 0.09
H -0.553 -4.037 0.253 -1.112 0.430 -0.954 0.08
H 0.742 -3.377 1.049 0.630 0.365 0.088 0.11
H 1.902 -4.814 2.468 -0.102 0.289 0.294 0.06
H 2.291 -6.448 2.174 -0.193 -0.243 -0.244 0.08
H 2.894 -5.189 1.091 -0.826 -0.233 0.010 0.08
H -0.527 -5.018 2.750 0.077 0.003 0.023 0.06
H -1.501 -5.645 1.387 0.302 -0.194 0.160 0.09
H -0.390 -6.736 2.278 -0.510 -0.441 0.615 0.07
H 3.264 -6.016 -0.759 -0.114 0.269 0.414 0.06
H 3.125 -7.011 -2.135 -0.292 -0.453 0.351 0.09
H 2.641 -7.680 -0.491 0.602 0.048 -0.363 0.08
H 1.149 -7.812 0.970 -0.416 -0.299 -0.262 0.09
C -0.046 2.491 -7.882 1.659 -1.294 -2.158 -0.07
C -0.772 2.863 -6.663 -0.794 0.097 1.061 -0.58
C -0.880 1.605 -5.792 1.153 -1.491 -1.092 -0.16
C -1.337 1.817 -4.391 -1.033 0.686 0.715 -0.18
C -0.317 2.790 -3.760 -0.930 -0.372 0.628 -0.16
C -0.202 4.127 -4.497 -0.050 1.468 0.329 -0.45
N 0.035 3.848 -5.943 0.507 -0.243 1.353 -0.09
O 0.118 5.029 -6.676 -0.807 0.629 -0.278 -0.04
C -1.491 4.967 -4.132 -0.403 0.298 -1.698 -0.03
C 1.020 4.948 -3.912 0.424 -0.826 0.292 -0.03
C -2.144 3.336 -7.133 -0.161 0.651 -1.098 -0.03
H -0.442 1.563 -8.368 0.096 0.574 0.591 0.11
H 1.025 2.290 -7.653 -0.635 0.254 -0.248 0.10
H -0.131 3.251 -8.664 0.323 0.076 0.197 0.09
H -1.452 0.828 -6.357 0.170 0.658 0.441 0.14
H 0.174 1.192 -5.757 -0.929 0.303 0.050 0.12
H -1.381 0.873 -3.795 0.078 0.630 -0.531 0.11
H -2.396 2.249 -4.390 1.293 -0.513 0.169 0.13
H 0.640 2.278 -3.731 0.283 0.020 -0.091 0.10
H -0.625 2.945 -2.706 0.328 0.277 -0.451 0.11
H -1.501 5.086 -3.080 0.112 0.113 1.201 0.05
H -1.575 6.038 -4.535 0.348 -1.650 0.144 0.11
H -2.422 4.400 -4.361 0.589 0.551 -0.059 0.07
H 1.987 4.379 -3.973 -0.892 0.333 -0.206 0.09
H 1.196 5.948 -4.321 -0.325 -0.337 -0.444 0.08
H 0.873 5.141 -2.833 -0.216 -0.306 -0.323 0.07
H -2.775 3.692 -6.320 -0.275 -0.261 -0.153 0.07
H -2.532 2.439 -7.657 -0.433 0.734 0.369 0.10
H -2.074 4.165 -7.930 -0.066 -1.162 1.161 0.11
H -0.810 5.316 -6.821 0.593 0.129 0.068 0.10
C 0.733 0.299 7.456 0.392 -1.039 -1.049 -0.01
C 0.839 -0.048 5.907 -0.908 -0.936 0.899 -0.40
C 2.268 -0.348 5.352 -1.255 1.204 0.940 -0.14
C 2.916 -1.587 5.866 1.097 0.382 1.645 -0.21
C 2.031 -2.753 5.576 0.142 -1.338 -1.064 -0.15
C 0.555 -2.644 6.046 0.694 -0.376 0.145 -0.50
N 0.038 -1.331 5.603 2.925 0.838 -1.180 -0.13
O -1.273 -1.143 5.900 -1.447 0.334 1.889 -0.01
C -0.248 -3.725 5.276 -0.091 -0.391 1.392 -0.04
C 0.447 -2.889 7.563 1.268 -0.650 0.162 -0.03
C 0.184 1.108 5.109 1.692 -2.016 -0.941 -0.02
H 1.415 -0.332 8.045 -0.323 0.482 -0.055 0.06
H -0.291 0.168 7.776 -0.380 -0.754 0.000 0.07
H 0.844 1.329 7.712 0.888 0.944 -0.245 0.06
H 2.161 -0.435 4.286 -0.063 0.038 -0.715 0.11
H 2.846 0.535 5.562 0.504 0.441 0.021 0.12
H 3.206 -1.534 6.951 -0.833 0.142 -0.528 0.13
H 3.941 -1.647 5.467 -0.362 -0.410 -0.510 0.10
H 2.475 -3.667 5.993 -0.279 0.039 0.137 0.12
H 2.065 -2.942 4.468 -0.339 0.309 0.721 0.12
H 0.155 -4.787 5.362 -0.265 1.465 -0.053 0.11
H -1.274 -3.724 5.696 0.377 -0.173 -0.428 0.09
H -0.254 -3.384 4.259 -0.169 -0.159 -0.757 0.05
H 0.701 -3.969 7.829 -0.425 1.404 -0.335 0.11
H 1.105 -2.210 8.132 -0.003 -0.608 -0.303 0.06
H -0.530 -2.624 7.894 -0.971 -0.158 0.237 0.07
H -0.699 1.463 5.549 -1.343 0.220 0.413 0.05
H 0.063 0.685 4.096 -0.526 0.451 0.342 0.07
H 0.870 1.926 5.005 0.536 0.518 0.141 0.08
H -1.754 -1.429 5.139 -0.478 -0.078 -0.855 0.05
C -7.153 3.712 3.929 -1.787 -1.345 0.576 -0.06
C -6.127 3.910 2.818 -0.183 1.378 0.076 -0.51
C -5.999 5.452 2.496 0.379 -0.494 0.922 -0.11
C -5.093 6.215 3.479 0.279 -0.374 0.471 -0.17
C -3.757 5.487 3.721 -0.058 0.745 -0.524 -0.15
C -3.887 4.012 4.068 -1.344 0.852 0.323 -0.54
N -4.773 3.370 3.060 0.931 -0.128 -0.313 -0.06
O -4.857 1.997 3.437 -0.377 -0.055 0.038 -0.06
C -2.467 3.450 4.135 -2.105 -1.753 -1.667 -0.03
C -4.516 3.907 5.481 0.364 -2.368 -0.435 -0.02
C -6.725 3.250 1.572 1.203 -1.231 -0.176 -0.05
H -7.086 2.684 4.437 -0.114 1.497 -0.884 0.11
H -8.188 3.854 3.512 0.812 -0.774 -0.159 0.09
H -7.270 4.463 4.687 0.974 0.475 0.649 0.06
H -5.618 5.556 1.496 0.169 0.051 -0.568 0.10
H -7.006 5.872 2.540 0.014 -0.022 -0.191 0.12
H -5.581 6.256 4.439 -0.480 0.051 0.449 0.09
H -4.931 7.278 3.232 -0.037 -0.488 -0.349 0.11
H -3.193 5.915 4.570 -0.332 0.227 -0.425 0.12
H -3.145 5.619 2.820 0.138 -0.201 0.052 0.12
H -1.912 4.264 4.485 1.444 0.729 0.697 0.06
H -2.529 2.593 4.811 0.671 0.054 -0.217 0.07
H -2.170 3.145 3.101 0.113 0.169 0.864 0.10
H -3.698 4.051 6.240 -1.221 0.174 -0.421 0.10
H -5.411 4.522 5.528 0.433 0.201 0.673 0.05
H -4.880 2.811 5.511 0.632 1.648 0.503 0.11
H -5.973 3.309 0.751 -0.541 -0.210 0.433 0.09
H -7.629 3.752 1.256 -0.239 0.112 0.036 0.08
H -6.954 2.172 1.802 0.158 0.988 -0.399 0.10
H -4.692 1.512 2.618 0.160 -0.075 -0.155 0.05
C 0.663 -0.070 1.232 -0.492 -0.413 -1.452 -0.02
C 1.142 1.151 0.421 -0.928 -0.641 -0.681 -0.49
C 0.177 2.296 0.790 -0.862 0.468 -0.654 -0.15
C 0.646 3.666 0.277 1.421 -0.661 1.082 -0.14
C 1.977 3.832 1.134 -0.331 2.365 -1.548 -0.12
C 3.019 2.802 0.773 2.738 0.266 -0.341 -0.52
N 2.461 1.488 0.948 -0.974 -2.031 0.302 -0.05
O 3.301 0.312 0.645 -0.207 2.325 -1.283 -0.03
C 3.590 3.105 -0.645 0.646 -0.910 -0.509 -0.01
C 4.258 2.855 1.748 -1.009 0.620 0.107 -0.02
C 1.034 0.889 -1.136 1.509 0.526 0.542 0.00
H 1.391 -0.908 1.215 -0.482 0.651 0.307 0.09
H -0.332 -0.456 0.891 0.738 0.343 -0.065 0.08
H 0.485 0.408 2.161 0.153 -0.552 1.475 0.03
H -0.799 2.090 0.339 -0.107 -0.411 0.038 0.11
H 0.017 2.318 1.896 0.258 0.175 -0.765 0.12
H -0.027 4.475 0.447 -0.766 0.489 1.067 0.09
H 0.687 3.798 -0.835 0.861 -0.827 0.757 0.09
H 1.801 3.858 2.214 -0.476 -0.346 -0.177 0.12
H 2.397 4.860 0.915 -0.072 -1.080 0.157 0.14
H 2.873 3.643 -1.240 -0.320 0.436 -0.266 0.05
H 4.541 3.707 -0.612 -0.943 -0.718 -0.023 0.10
H 3.747 2.147 -1.220 0.248 0.899 0.736 0.07
H 4.870 1.994 1.503 0.360 0.126 0.144 0.05
H 4.833 3.796 1.687 -0.229 -0.469 -0.375 0.09
H 3.924 2.802 2.793 -0.045 -0.315 -0.173 0.08
H -0.012 0.613 -1.390 0.759 0.217 -0.012 0.08
H 1.785 0.112 -1.486 -1.095 0.742 0.549 0.07
H 1.364 1.861 -1.589 -0.635 -0.980 -0.135 0.06
H 3.593 0.033 1.498 0.413 -0.608 1.166 0.04
O 2.502 6.633 -7.452 -0.491 -0.783 0.474 -0.09
H 3.125 6.066 -6.969 -0.126 0.332 -0.255 0.03
H 1.650 6.170 -7.281 0.632 0.386 -0.171 0.01
O 4.821 -1.599 2.403 -0.322 0.723 0.028 -0.05
H 5.063 -2.340 1.841 0.279 -0.064 -0.208 0.01
H 4.648 -1.921 3.284 -0.068 -0.262 0.277 0.02
O 6.623 0.417 0.095 0.642 -0.261 0.724 -0.06
H 6.778 0.192 1.037 -0.251 0.349 -0.640 0.07
H 5.667 0.428 0.002 -0.530 0.042 0.090 0.00
O 6.353 -2.333 0.339 0.767 0.592 -1.012 -0.09
H 6.497 -2.890 -0.437 -0.121 -0.196 0.246 0.03
H 6.720 -1.462 0.012 -0.666 -0.804 0.589 0.03
```
Forces are in eV/Å.